Below is a cluster of 7 separate species, C42H105N7O14 in total at a distorted geometry, with properties calculated with wB97M-V/def2-TZVPD.

Calculated values
HOMO level	-8.06	eV
frontier orbital gap	8.27	eV
energy relative to the best compared isomer or geometry (same formula, charge and spin)	181.2	kcal/mol
multiplicity	1

Last columns: bonded neighbours and bond lengths (Å).
Cartesian coordinates (Å):
1 C -7.431 5.851 -3.659  O2 1.426, H10 1.090, H11 1.090, H12 1.090
2 O -6.494 6.128 -2.621  C1 1.426, C3 1.430
3 C -5.796 5.060 -1.974  O2 1.430, C4 1.507, H13 1.090, H14 1.090
4 C -5.322 5.475 -0.605  C3 1.507, N5 1.448, H15 1.090, H16 1.090
5 N -4.154 6.331 -0.593  C4 1.448, C6 1.448, H17 1.010
6 C -3.692 6.656 0.740  N5 1.448, C7 1.500, H18 1.090, H19 1.090
7 C -2.202 6.826 0.767  C6 1.500, O8 1.341, H20 1.090, H21 1.090
8 O -1.862 7.367 1.946  C7 1.341, C9 1.369
9 C -1.950 6.520 3.017  O8 1.369, H22 1.090, H23 1.090, H24 1.090
10 H -7.797 6.845 -3.917  C1 1.090
11 H -8.281 5.281 -3.287  C1 1.090
12 H -6.921 5.397 -4.509  C1 1.090
13 H -5.087 4.494 -2.578  C3 1.090
14 H -6.563 4.355 -1.656  C3 1.090
15 H -5.157 4.545 -0.061  C4 1.090
16 H -6.060 6.135 -0.149  C4 1.090
17 H -4.287 7.088 -1.250  N5 1.010
18 H -4.050 5.902 1.442  C6 1.090
19 H -4.209 7.615 0.773  C6 1.090
20 H -1.842 7.396 -0.090  C7 1.090
21 H -1.731 5.857 0.602  C7 1.090
22 H -2.993 6.243 3.171  C9 1.090
23 H -1.517 6.922 3.933  C9 1.090
24 H -1.412 5.596 2.806  C9 1.090
25 C -1.967 2.650 7.152  O26 1.458, H34 1.090, H35 1.090, H36 1.090
26 O -1.309 3.526 8.114  C25 1.458, C27 1.407
27 C 0.045 3.178 8.266  O26 1.407, C28 1.587, H37 1.090, H38 1.090
28 C 0.951 4.196 9.080  C27 1.587, N29 1.507, H39 1.090, H40 1.090
29 N 0.141 5.419 9.422  C28 1.507, C30 1.456, H41 1.010
30 C 0.671 6.325 10.430  N29 1.456, C31 1.548, H42 1.090, H43 1.090
31 C 2.148 6.761 10.275  C30 1.548, O32 1.455, H44 1.090, H45 1.090
32 O 2.464 7.815 11.228  C31 1.455, C33 1.476
33 C 3.713 8.466 10.785  O32 1.476, H46 1.090, H47 1.090, H48 1.090
34 H -1.662 2.770 6.112  C25 1.090
35 H -2.964 3.083 7.074  C25 1.090
36 H -2.074 1.598 7.415  C25 1.090
37 H 0.401 2.851 7.289  C27 1.090
38 H 0.047 2.191 8.729  C27 1.090
39 H 1.812 4.594 8.542  C28 1.090
40 H 1.264 3.671 9.982  C28 1.090
41 H -0.842 5.245 9.267  N29 1.010
42 H 0.377 5.864 11.373  C30 1.090
43 H -0.004 7.177 10.351  C30 1.090
44 H 2.395 7.017 9.245  C31 1.090
45 H 2.830 5.934 10.473  C31 1.090
46 H 4.446 7.712 10.501  C33 1.090
47 H 4.107 9.090 11.587  C33 1.090
48 H 3.506 9.125 9.942  C33 1.090
49 C -8.963 -0.280 -2.913  O50 1.432, H58 1.090, H59 1.090, H60 1.090
50 O -9.597 0.762 -2.162  C49 1.432, C51 1.419
51 C -9.823 0.464 -0.793  O50 1.419, C52 1.575, H61 1.090, H62 1.090
52 C -10.101 1.883 -0.167  C51 1.575, N53 1.480, H63 1.090, H64 1.090
53 N -11.134 2.502 -1.028  C52 1.480, C54 1.469, H65 1.010
54 C -11.551 3.860 -0.654  N53 1.469, C55 1.539, H66 1.090, H67 1.090
55 C -12.625 4.398 -1.616  C54 1.539, O56 1.427, H68 1.090, H69 1.090
56 O -12.439 4.154 -3.009  C55 1.427, C57 1.406
57 C -12.638 5.356 -3.711  O56 1.406, H70 1.090, H71 1.090, H72 1.090
58 H -8.686 0.012 -3.925  C49 1.090
59 H -9.683 -1.093 -3.006  C49 1.090
60 H -8.018 -0.592 -2.469  C49 1.090
61 H -8.968 0.037 -0.269  C51 1.090
62 H -10.651 -0.242 -0.722  C51 1.090
63 H -9.185 2.471 -0.122  C52 1.090
64 H -10.503 1.651 0.819  C52 1.090
65 H -11.059 2.361 -2.025  N53 1.010
66 H -10.647 4.437 -0.852  C54 1.090
67 H -11.965 3.795 0.352  C54 1.090
68 H -12.645 5.455 -1.347  C55 1.090
69 H -13.608 3.989 -1.384  C55 1.090
70 H -13.637 5.780 -3.605  C57 1.090
71 H -12.291 5.295 -4.742  C57 1.090
72 H -11.935 6.055 -3.257  C57 1.090
73 C 5.952 -16.113 1.744  O74 1.400, H82 1.090, H83 1.090, H84 1.090
74 O 6.861 -15.528 0.854  C73 1.400, C75 1.458
75 C 7.640 -14.461 1.471  O74 1.458, C76 1.562, H85 1.090, H86 1.090
76 C 7.958 -13.315 0.459  C75 1.562, N77 1.456, H87 1.090, H88 1.090
77 N 6.931 -12.298 0.635  C76 1.456, C78 1.513, H89 1.010
78 C 7.294 -11.359 1.766  N77 1.513, C79 1.546, H90 1.090, H91 1.090
79 C 6.146 -10.466 2.290  C78 1.546, O80 1.438, H92 1.090, H93 1.090
80 O 5.652 -10.888 3.573  C79 1.438, C81 1.419
81 C 4.439 -10.279 3.985  O80 1.419, H94 1.090, H95 1.090, H96 1.090
82 H 5.348 -16.903 1.296  C73 1.090
83 H 5.203 -15.353 1.964  C73 1.090
84 H 6.248 -16.478 2.727  C73 1.090
85 H 8.509 -15.100 1.632  C75 1.090
86 H 7.065 -14.012 2.281  C75 1.090
87 H 8.027 -13.790 -0.519  C76 1.090
88 H 8.944 -12.864 0.572  C76 1.090
89 H 5.966 -12.591 0.584  N77 1.010
90 H 8.010 -10.609 1.432  C78 1.090
91 H 7.878 -11.815 2.565  C78 1.090
92 H 5.421 -10.571 1.483  C79 1.090
93 H 6.403 -9.407 2.285  C79 1.090
94 H 4.515 -9.195 4.071  C81 1.090
95 H 4.002 -10.695 4.893  C81 1.090
96 H 3.834 -10.534 3.114  C81 1.090
97 C -1.001 0.682 0.146  O98 1.432, H106 1.090, H107 1.090, H108 1.090
98 O -0.866 -0.112 -1.039  C97 1.432, C99 1.439
99 C -2.064 -0.863 -1.305  O98 1.439, C100 1.502, H109 1.090, H110 1.090
100 C -1.812 -1.835 -2.423  C99 1.502, N101 1.464, H111 1.090, H112 1.090
101 N -0.928 -2.958 -2.108  C100 1.464, C102 1.472, H113 1.010
102 C -0.785 -4.085 -3.044  N101 1.472, C103 1.579, H114 1.090, H115 1.090
103 C 0.081 -5.184 -2.313  C102 1.579, O104 1.448, H116 1.090, H117 1.090
104 O 1.436 -4.681 -2.212  C103 1.448, C105 1.423
105 C 2.271 -5.427 -1.333  O104 1.423, H118 1.090, H119 1.090, H120 1.090
106 H -1.218 0.055 1.011  C97 1.090
107 H -1.654 1.546 0.017  C97 1.090
108 H 0.015 0.871 0.490  C97 1.090
109 H -2.849 -0.173 -1.613  C99 1.090
110 H -2.416 -1.290 -0.366  C99 1.090
111 H -1.449 -1.167 -3.204  C100 1.090
112 H -2.782 -2.290 -2.625  C100 1.090
113 H -0.183 -2.846 -1.434  N101 1.010
114 H -0.233 -3.922 -3.969  C102 1.090
115 H -1.745 -4.559 -3.251  C102 1.090
116 H 0.259 -6.083 -2.903  C103 1.090
117 H -0.453 -5.455 -1.403  C103 1.090
118 H 1.867 -5.561 -0.329  C105 1.090
119 H 3.194 -4.854 -1.252  C105 1.090
120 H 2.452 -6.415 -1.755  C105 1.090
121 C 10.041 -4.792 0.065  O122 1.432, H130 1.090, H131 1.090, H132 1.090
122 O 11.076 -4.115 -0.659  C121 1.432, C123 1.422
123 C 10.941 -2.726 -0.929  O122 1.422, C124 1.557, H133 1.090, H134 1.090
124 C 10.062 -2.637 -2.211  C123 1.557, N125 1.456, H135 1.090, H136 1.090
125 N 9.475 -1.332 -2.480  C124 1.456, C126 1.513, H137 1.010
126 C 8.560 -0.889 -1.360  N125 1.513, C127 1.630, H138 1.090, H139 1.090
127 C 7.276 -1.801 -0.940  C126 1.630, O128 1.409, H140 1.090, H141 1.090
128 O 6.193 -0.901 -1.014  C127 1.409, C129 1.476
129 C 4.883 -1.439 -1.428  O128 1.476, H142 1.090, H143 1.090, H144 1.090
130 H 10.611 -5.537 0.620  C121 1.090
131 H 9.472 -5.255 -0.742  C121 1.090
132 H 9.278 -4.246 0.621  C121 1.090
133 H 11.944 -2.309 -1.019  C123 1.090
134 H 10.463 -2.146 -0.139  C123 1.090
135 H 9.217 -3.317 -2.102  C124 1.090
136 H 10.654 -2.921 -3.081  C124 1.090
137 H 10.157 -0.688 -2.856  N125 1.010
138 H 8.211 0.142 -1.429  C126 1.090
139 H 9.214 -0.663 -0.518  C126 1.090
140 H 7.435 -2.495 -0.116  C127 1.090
141 H 7.124 -2.486 -1.774  C127 1.090
142 H 4.130 -0.659 -1.312  C129 1.090
143 H 4.711 -2.451 -1.061  C129 1.090
144 H 4.861 -1.577 -2.509  C129 1.090
145 C 1.775 6.050 -3.369  O146 1.438, H154 1.090, H155 1.090, H156 1.090
146 O 0.635 5.590 -4.116  C145 1.438, C147 1.419
147 C 0.694 4.199 -4.387  O146 1.419, C148 1.582, H157 1.090, H158 1.090
148 C -0.474 3.972 -5.431  C147 1.582, N149 1.454, H159 1.090, H160 1.090
149 N -0.009 4.466 -6.716  C148 1.454, C150 1.471, H161 1.010
150 C -1.036 4.529 -7.768  N149 1.471, C151 1.588, H162 1.090, H163 1.090
151 C -1.642 3.188 -8.365  C150 1.588, O152 1.411, H164 1.090, H165 1.090
152 O -0.793 2.616 -9.336  C151 1.411, C153 1.424
153 C -0.171 1.387 -8.977  O152 1.424, H166 1.090, H167 1.090, H168 1.090
154 H 1.770 7.075 -3.000  C145 1.090
155 H 2.653 6.089 -4.014  C145 1.090
156 H 2.007 5.420 -2.510  C145 1.090
157 H 0.591 3.497 -3.559  C147 1.090
158 H 1.678 4.064 -4.837  C147 1.090
159 H -1.366 4.519 -5.125  C148 1.090
160 H -0.754 2.934 -5.252  C148 1.090
161 H 0.678 5.197 -6.835  N149 1.010
162 H -0.602 4.913 -8.691  C150 1.090
163 H -1.802 5.285 -7.598  C150 1.090
164 H -2.614 3.328 -8.837  C151 1.090
165 H -1.859 2.465 -7.579  C151 1.090
166 H 0.415 0.924 -9.771  C153 1.090
167 H -0.850 0.573 -8.726  C153 1.090
168 H 0.368 1.536 -8.041  C153 1.090